[1]
Entry from OMol25: a gas-phase ion, C5H7N4OS (charge +1) in a non-equilibrium geometry (ωB97M-V with the def2-TZVPD basis set).

Positions of all 18 atoms, in Å:
H 2.7116 -1.0262 -0.5413
N 1.8026 -0.8157 -0.2360
C 1.0870 -1.7918 0.3482
N -0.2119 -1.5700 0.5167
C -0.6733 -0.1987 0.1663
S -2.3177 -0.4664 -0.6937
C -0.7893 0.5887 1.3492
N -0.3259 1.7916 1.3075
C 0.3159 2.4076 0.2724
N 0.8756 1.6494 -0.6532
C 0.2485 0.4945 -0.9203
O 0.0135 0.2223 -2.1530
H 1.3395 -2.8192 0.6129
H -0.9163 -2.1756 0.6115
H -3.0983 -0.7777 0.2832
H -1.0159 0.2557 2.3249
H 0.4786 3.5240 0.2945
H 0.4759 0.7074 -2.8898

## Properties
- Net charge: +1
- E_LUMO: -5.309 eV
- F_max: 5.74 eV Å⁻¹
- Kohn-Sham gap: 8.51 eV


[2]
Entry from OMol25: a molecular structure, C29H98BF6N2O25S2V in a non-equilibrium geometry (ωB97M-V with the def2-TZVPD basis set).

Positions of all 164 atoms, in Å:
V -33.2138 28.6365 -3.1339
B -35.6762 27.4483 -4.7646
F -36.0851 26.1840 -4.5936
F -36.3093 28.3074 -3.9196
F -34.3136 27.5703 -4.4539
F -35.8639 27.8083 -6.0596
N -32.1602 29.7688 -1.8840
S -31.5984 31.2227 -1.7477
O -30.1861 31.5315 -1.5156
O -32.5765 32.1993 -1.3471
F -31.7082 31.4083 -3.3503
S -31.7251 29.6711 -0.2286
O -32.5275 30.4106 0.7457
O -30.3400 29.3065 0.1075
F -32.3526 28.2185 -0.0796
C -32.0485 24.7814 -5.3405
C -32.1085 24.4900 -3.8236
C -31.3885 23.1815 -3.5209
C -29.8627 23.2342 -3.7132
C -29.2806 24.2974 -2.7848
C -29.9404 25.7601 -2.8303
N -31.4745 25.5408 -2.9778
O -32.2138 26.7408 -2.7633
C -29.3287 26.5867 -3.9999
C -29.5561 26.4428 -1.4571
C -33.6233 24.2083 -3.4616
H -32.7339 24.1305 -5.8832
H -31.0856 24.6528 -5.8348
H -32.4236 25.7982 -5.4568
H -31.7677 22.2959 -4.0309
H -31.4984 23.0256 -2.4477
H -29.6827 23.4769 -4.7604
H -29.4331 22.2477 -3.5389
H -28.2558 24.4640 -3.1166
H -29.1026 23.8923 -1.7886
H -28.3126 26.9547 -3.8576
H -29.9604 27.4579 -4.1731
H -29.3580 25.9373 -4.8748
H -28.4937 26.6773 -1.3899
H -29.8127 25.7227 -0.6801
H -30.1509 27.3233 -1.2144
H -33.8520 23.9345 -2.4316
H -34.0564 23.4289 -4.0885
H -34.2576 25.0650 -3.6892
C -27.4584 19.7972 -1.7689
O -28.4652 19.5716 -2.7523
H -27.8994 20.0803 -0.8131
H -26.7503 18.9927 -1.5701
H -26.9097 20.6976 -2.0452
H -28.0227 19.3019 -3.5604
C -31.8107 18.9189 -4.8622
O -32.6404 19.1003 -6.0624
H -30.9331 18.2946 -5.0303
H -31.4448 19.8829 -4.5089
H -32.3377 18.4239 -4.0465
H -33.3318 19.7585 -5.9610
C -27.5052 28.1556 1.3336
O -27.7779 29.4662 0.7883
H -27.4908 28.2002 2.4226
H -28.2561 27.4426 0.9932
H -26.4768 27.8987 1.0795
H -28.7175 29.4864 0.5923
C -33.7557 20.0274 -1.6665
O -32.9155 19.6471 -0.5416
H -34.7941 19.8358 -1.3960
H -33.5879 21.0420 -2.0278
H -33.4355 19.4106 -2.5062
H -32.0149 19.4556 -0.8134
C -27.8767 25.7463 -7.8824
O -29.1009 25.1006 -8.1943
H -28.0942 26.8012 -7.7151
H -27.4807 25.2343 -7.0054
H -27.1378 25.7003 -8.6825
H -29.7142 25.7622 -8.5224
C -35.2663 27.0620 -1.3041
O -34.8772 28.3887 -1.7539
H -35.1735 26.9262 -0.2265
H -36.3174 26.8569 -1.5071
H -34.7360 26.1972 -1.7029
H -35.6248 28.9529 -1.5430
C -30.3168 21.6525 -7.3799
O -28.9873 22.0983 -7.4578
H -30.9859 22.1245 -8.0994
H -30.3185 20.5961 -7.6487
H -30.7926 21.6714 -6.3994
H -29.0075 23.0432 -7.2897
C -30.2846 21.5354 0.3467
O -29.5500 21.8810 1.4320
H -30.0638 22.1062 -0.5553
H -29.9221 20.5311 0.1276
H -31.3529 21.4527 0.5467
H -28.6879 21.4596 1.4595
C -32.0719 28.9247 -6.2415
O -31.9262 29.0039 -4.8549
H -33.1307 28.9060 -6.4995
H -31.4667 29.7368 -6.6445
H -31.5787 28.0313 -6.6244
H -31.0554 29.3816 -4.7111
C -35.9147 24.0960 -7.1334
O -35.1580 23.1607 -7.8100
H -36.3837 24.7229 -7.8918
H -36.7032 23.6269 -6.5449
H -35.3098 24.7059 -6.4624
H -35.6913 22.9288 -8.5738
C -32.9337 24.2284 0.4673
O -33.8993 24.7782 1.3490
H -33.1032 23.1593 0.3396
H -33.0974 24.7809 -0.4579
H -31.9097 24.3221 0.8289
H -34.7959 24.7026 1.0143
C -28.3009 30.1060 -3.8933
O -29.5324 30.0996 -4.5907
H -28.2811 30.7606 -3.0220
H -28.0343 29.1399 -3.4648
H -27.4945 30.4947 -4.5153
H -29.3596 30.3609 -5.4982
C -26.9115 24.0415 0.2539
O -26.3542 24.8189 1.2835
H -26.3629 23.1010 0.2022
H -27.9652 23.8737 0.4767
H -26.8581 24.5628 -0.7019
H -25.4785 25.1485 1.0687
C -36.0253 20.8822 -5.2339
O -34.8343 20.8907 -6.0170
H -36.1952 19.9282 -4.7347
H -35.9454 21.5784 -4.3991
H -36.8401 21.2344 -5.8665
H -34.7448 21.8056 -6.2935
C -27.4726 19.9129 -5.7068
O -26.9465 18.8661 -4.8823
H -28.4994 20.1673 -5.4442
H -26.8533 20.8083 -5.6539
H -27.4414 19.5302 -6.7270
H -26.0296 18.6493 -5.0665
C -37.0861 23.6736 -2.2728
O -37.4188 24.0806 -3.6066
H -36.8810 24.5637 -1.6781
H -37.8728 23.0145 -1.9054
H -36.1436 23.1278 -2.3145
H -36.7757 24.7484 -3.8559
C -29.4944 25.2863 2.7986
O -28.1822 25.4650 3.2847
H -29.9368 26.1842 2.3670
H -29.5758 24.5274 2.0205
H -30.1119 24.9850 3.6447
H -27.5900 25.2860 2.5506
C -26.0842 23.2815 -5.0134
O -24.7751 23.3902 -5.6069
H -26.2023 22.5382 -4.2250
H -26.2801 24.2601 -4.5752
H -26.9217 23.1113 -5.6901
H -24.2653 24.0256 -5.0990
C -32.6559 25.8417 -8.7751
O -31.5153 26.6352 -9.1662
H -33.4615 26.4213 -8.3244
H -32.9420 25.3164 -9.6863
H -32.2582 25.0764 -8.1086
H -31.8412 27.3726 -9.6873
C -25.5979 27.3855 -2.4677
O -25.2401 28.6453 -3.0421
H -24.7819 26.9590 -1.8842
H -26.4862 27.5452 -1.8565
H -25.8413 26.5417 -3.1133
H -25.4110 29.2511 -2.3173

## Properties
- Net charge: -1
- E_LUMO (alpha / beta): 0.718 / 0.863 eV
- F_max: 10.27 eV Å⁻¹
- Kohn-Sham gap (alpha / beta): 4.68 / 5.02 eV
- Expectation value of S²: 3.761
- Spin multiplicity: 4


[3]
Entry from OMol25: a molecular structure, C25H31F4N6O4PW (ωB97M-V with the def2-TZVPD basis set).

Positions of all 72 atoms, in Å:
W -0.7244 -0.4695 0.2055
C -2.3594 -1.6258 -2.6650
C -2.8216 -2.2512 -1.3657
N -2.6991 -1.3896 -0.1343
C -2.9525 -2.3415 1.0172
C -2.9449 -1.7391 2.4089
C -3.7312 -0.3071 -0.1761
C -3.3360 0.8798 0.6994
N -1.8711 0.9551 0.7455
C -1.3359 2.0830 1.4389
C -1.4373 3.3607 0.9034
F -2.0191 3.5193 -0.2943
C -0.9147 4.4512 1.5763
F -1.0233 5.6509 1.0245
C -0.2727 4.2907 2.7904
C -0.1615 3.0216 3.3228
F 0.4540 2.8259 4.4798
C -0.6887 1.9283 2.6571
F -0.5740 0.7008 3.1882
H -2.5852 -2.3167 -3.4768
H -1.2783 -1.4644 -2.6756
H -2.8649 -0.6884 -2.8939
H -2.2470 -3.1566 -1.1696
H -3.8708 -2.5501 -1.4390
H -2.1856 -3.1131 0.9438
H -3.9149 -2.8212 0.8241
H -2.0306 -1.1902 2.6501
H -3.0011 -2.5625 3.1204
H -3.8000 -1.0950 2.5976
H -4.6982 -0.7164 0.1229
H -3.8197 0.0252 -1.2071
H -3.7169 0.8057 1.7181
H -3.7258 1.8061 0.2756
H 0.1375 5.1452 3.3118
O 1.2503 -0.2195 0.9676
C 1.2812 -1.4503 1.3356
O 0.1881 -2.1029 1.0443
C 2.3963 -2.0724 2.0007
C 3.5419 -1.3313 2.3110
C 4.5958 -1.9415 2.9619
C 4.5143 -3.2875 3.3054
C 3.3693 -3.9982 2.9872
C 2.3004 -3.4230 2.3434
N 3.2811 -5.4330 3.3519
O 4.2307 -5.9105 3.9234
O 2.2576 -6.0080 3.0507
H 3.5906 -0.2842 2.0435
H 5.4851 -1.3792 3.2079
H 5.3234 -3.7928 3.8146
H 1.4249 -4.0135 2.1174
C 1.1343 1.3384 -4.5935
N 0.2086 2.2588 -3.9312
C 0.9705 3.3112 -3.2550
N 1.9502 2.7771 -2.3068
C 2.8397 1.8468 -3.0027
N 2.1164 0.7629 -3.6722
C 1.5198 -0.1692 -2.7378
P 0.2650 0.7460 -1.7090
C -0.7162 1.5794 -3.0479
C 1.3212 2.1715 -1.1516
H 1.6737 1.8923 -5.3609
H 0.5724 0.5385 -5.0776
H 0.2846 3.9816 -2.7354
H 1.5054 3.8835 -4.0118
H 3.5550 1.4267 -2.2946
H 3.3900 2.4038 -3.7603
H 2.2856 -0.5906 -2.0829
H 1.0390 -0.9878 -3.2769
H -1.4082 2.2912 -2.5950
H -1.2914 0.8397 -3.6056
H 2.0700 1.7951 -0.4532
H 0.6982 2.9001 -0.6294

## Properties
- Net charge: +2
- E_LUMO (alpha / beta): -7.392 / -7.355 eV
- F_max: 0.25 eV Å⁻¹
- Kohn-Sham gap (alpha / beta): 6.82 / 6.96 eV
- Expectation value of S²: 2.022
- Spin multiplicity: 3


[4]
Entry from OMol25: a molecular structure, C11H26MgN4O7 in a non-equilibrium geometry (ωB97M-V with the def2-TZVPD basis set).

Positions of all 49 atoms, in Å:
O 0.3329 -0.6143 -3.4279
H 0.5085 -0.5929 -4.3889
Mg 0.3652 0.3421 -0.3788
N 1.3957 -1.5697 -0.8691
N -0.9036 -1.7808 0.0732
N 0.4056 2.5780 -0.4673
N -1.2345 1.1269 0.8826
O 2.6785 -1.4416 -0.8698
O 1.2916 3.2408 -1.1358
O -2.1059 0.4054 1.6725
O -2.0392 -1.9236 0.6921
C -0.4357 -2.9294 -0.4927
C 0.8629 -2.7911 -1.0467
C -0.3957 3.2561 0.3677
C -1.3330 2.4466 1.1058
C 1.6160 -3.8370 -1.7790
H 1.4642 -3.7160 -2.8609
H 1.2737 -4.8337 -1.4935
H 2.6822 -3.7228 -1.5599
C -1.2182 -4.1938 -0.4723
H -2.1360 -4.0670 -1.0604
H -1.4952 -4.4595 0.5561
H -0.6428 -5.0154 -0.9106
C -0.2908 4.7258 0.5764
C -2.2997 3.0712 2.0699
H 0.4388 5.1342 -0.1255
H 0.0024 4.9596 1.6060
H -1.2574 5.2176 0.4445
H -3.0083 2.3313 2.4502
H -2.8693 3.8646 1.5665
H -1.7836 3.5349 2.9262
H 1.8548 1.8220 -1.6620
H -2.1209 -0.5464 1.2627
C -1.3170 0.0964 -2.4681
H -1.8188 -0.8247 -2.8045
H -1.2292 0.8245 -3.2754
H -1.8472 0.5246 -1.5543
O 1.7034 0.8345 -1.7918
H 1.0137 0.0090 -3.0338
H 2.5386 0.3485 -1.6333
C 0.6092 -0.6566 3.1696
C 1.6090 0.2929 2.5461
O 1.6767 0.1469 1.1134
H -0.4235 -0.4339 2.8785
H 0.6840 -0.6009 4.2610
H 0.8149 -1.6860 2.8646
H 1.3034 1.3318 2.7249
H 2.6184 0.1389 2.9450
H 2.4609 -0.3679 0.8068

## Properties
- E_LUMO (alpha / beta): -0.436 / -1.388 eV
- F_max: 3.50 eV Å⁻¹
- Kohn-Sham gap (alpha / beta): 6.77 / 5.82 eV


| no. | E_tot (eV) |
| --- | --- |
| 1 | -24131.8585 |
| 2 | -150164.9843 |
| 3 | -65525.5417 |
| 4 | -37560.0999 |